# 1
The following is a DFT calculation (ωB97M-V/def2-TZVPD) of C29H41ClO13S as an isolated structure at a distorted geometry.

Each line ends with the Mulliken charge.
Atoms and positions in Å:
O1 5.6148 3.5745 0.0078  -0.47
S1 6.7411 2.9003 -0.5766  0.75
O2 8.1268 3.6125 0.1156  -0.20
Cl1 8.1286 5.2130 -0.3973  0.01
O3 6.9285 1.4780 0.1621  -0.33
C1 5.6395 0.7551 0.1078  -0.62
C2 5.9150 -0.7254 0.2384  -0.80
C3 4.7189 -1.6076 -0.2256  -0.56
C4 3.4171 -0.8750 0.0181  0.36
C5 2.7170 -0.3481 -1.0625  -0.17
C6 1.5301 0.3557 -0.8942  -0.68
C7 1.0468 0.5376 0.3918  -0.66
C8 1.7321 0.0076 1.4685  -0.68
C9 2.9172 -0.6956 1.3034  -0.08
H1 5.0486 1.1269 0.9340  0.35
H2 5.1676 1.0050 -0.8426  0.48
H3 6.8342 -1.0152 -0.2647  0.48
H4 6.0935 -0.9213 1.2976  0.23
H5 4.6789 -2.5384 0.3289  -0.12
H6 4.8705 -1.7633 -1.2899  0.42
H7 3.1127 -0.4845 -2.0616  0.37
H8 1.0275 0.7579 -1.7600  0.49
H9 0.1337 1.1003 0.5187  0.52
H10 1.3576 0.1285 2.4767  0.43
H11 3.4514 -1.0960 2.1543  0.49
O4 5.1648 -4.6336 0.1668  -0.55
C10 4.3364 -5.4319 0.4987  0.51
O5 4.5378 -6.7682 0.4452  -0.41
C11 3.3280 -7.4629 0.7999  -0.47
C12 2.5162 -6.4644 1.6135  -0.60
C13 2.9287 -5.1368 0.9844  -0.13
H12 2.8193 -7.7606 -0.1192  0.26
H13 3.5838 -8.3563 1.3645  0.33
H14 1.4456 -6.6554 1.5853  0.34
H15 2.8351 -6.4913 2.6568  0.29
H16 2.3077 -4.8791 0.1251  0.23
H17 2.9307 -4.3197 1.7003  0.16
O6 -1.0306 -3.5863 0.6395  -0.63
C14 -1.9135 -2.7922 0.4709  0.33
O7 -3.1724 -3.1650 0.1375  -0.40
C15 -3.9834 -1.9969 -0.1033  -0.58
C16 -3.2869 -0.8727 0.6427  0.76
C17 -1.8235 -1.2807 0.5432  0.22
H18 -4.0237 -1.8199 -1.1805  0.29
H19 -4.9922 -2.1802 0.2614  0.36
H20 -3.4968 0.1113 0.2298  -0.02
H21 -3.5987 -0.8735 1.6872  -0.49
H22 -1.3586 -0.9088 -0.3698  0.00
H23 -1.2540 -0.9672 1.4135  0.19
O8 -1.9625 1.0013 -1.7616  -0.53
C18 -2.8696 1.7643 -1.9371  0.41
O9 -4.1137 1.3516 -2.2703  -0.35
C19 -4.9578 2.4930 -2.5207  -0.47
C20 -4.2975 3.6475 -1.7822  -0.54
C21 -2.8211 3.2772 -1.8728  -0.12
H24 -5.0001 2.6591 -3.5992  0.28
H25 -5.9608 2.2799 -2.1590  0.33
H26 -4.5337 4.6217 -2.2025  0.33
H27 -4.6120 3.6466 -0.7371  0.27
H28 -2.3623 3.6533 -2.7869  0.06
H29 -2.2586 3.6105 -1.0059  0.35
O10 -2.5440 6.2740 -2.6076  -0.56
C22 -1.7726 6.5676 -3.4741  0.52
O11 -2.1313 6.6525 -4.7758  -0.37
C23 -0.9744 6.9139 -5.5917  -0.43
C24 0.0465 7.5344 -4.6482  -0.50
C25 -0.2902 6.8499 -3.3252  -0.41
H30 -0.6292 5.9681 -6.0142  0.27
H31 -1.2550 7.5792 -6.4043  0.31
H32 1.0745 7.3919 -4.9745  0.33
H33 -0.1328 8.6069 -4.5620  0.26
H34 0.2359 5.9012 -3.2074  0.25
H35 -0.1052 7.4887 -2.4668  0.32
O12 -4.2602 -0.4792 3.7561  -0.62
C26 -4.5280 -1.5695 4.1691  0.57
O13 -4.6992 -2.6333 3.3503  -0.32
C27 -5.1151 -3.7822 4.1080  -0.49
C28 -4.6580 -3.5038 5.5335  -0.48
C29 -4.7647 -1.9813 5.6091  -0.52
H36 -6.2005 -3.8732 4.0295  0.26
H37 -4.6570 -4.6725 3.6847  0.33
H38 -5.2461 -4.0296 6.2830  0.33
H39 -3.6162 -3.8041 5.6529  0.27
H40 -5.7613 -1.6524 5.9068  0.28
H41 -4.0156 -1.5437 6.2622  0.31

## Properties
HOMO level in eV: -8.7
Kohn-Sham gap in eV: 8.90
Charge: 0

# 2
The following is a DFT calculation (ωB97M-V/def2-TZVPD) of C21H19N5O2S in the gas phase at a distorted geometry.

Each line ends with the natural charge from an NBO analysis.
Atoms and positions in Å:
C1 2.1795 1.7378 -3.1089  -0.65
C2 1.3833 0.8020 -4.0485  -0.04
C3 1.0606 1.6571 -5.3430  -0.62
N1 2.0945 -0.4698 -4.3673  -0.18
N2 2.6541 -0.7697 -5.5585  -0.25
C4 3.1445 -1.9874 -5.3718  0.12
N3 2.8745 -2.5447 -4.0972  -0.46
C5 2.2313 -1.5876 -3.5765  0.31
C6 1.6573 -1.8668 -2.2236  -0.02
N4 0.9914 -1.0801 -1.3484  -0.46
C7 0.9841 -1.5478 0.0520  0.12
C8 1.7550 -2.7717 0.1630  -0.20
S1 2.3459 -3.1962 -1.4394  0.50
C9 1.6690 -3.6420 1.3856  -0.46
C10 1.0675 -2.9857 2.6642  -0.06
O1 -0.2807 -2.7239 2.4250  -0.50
C11 -0.5971 -1.4257 2.0824  0.31
C12 -1.5312 -0.6968 2.7850  -0.23
C13 -1.8258 0.5567 2.3250  -0.07
C14 -2.7984 1.3375 3.1041  -0.13
C15 -3.9268 0.9161 3.8269  -0.14
C16 -4.6207 1.7584 4.7791  -0.36
C17 -4.2259 3.1551 4.8161  0.06
N5 -3.1537 3.6618 4.1025  -0.58
C18 -2.3862 2.7744 3.4074  0.63
O2 -1.4814 3.3798 3.0004  -0.62
C19 -1.1343 1.1516 1.2632  -0.12
C20 -0.2433 0.4796 0.5243  -0.19
C21 0.0348 -0.7939 0.9831  -0.12
H1 3.2543 1.4996 -3.1944  0.23
H2 2.0175 2.8468 -3.1746  0.23
H3 1.8872 1.4089 -2.0459  0.23
H4 0.4289 0.3870 -3.5553  0.23
H5 1.9884 2.1940 -5.5862  0.22
H6 0.3511 2.4579 -5.0333  0.22
H7 0.4734 1.1190 -6.1969  0.23
H8 3.6376 -2.4482 -6.1367  0.19
H9 2.6778 -4.0734 1.5682  0.22
H10 1.1842 -4.5176 1.1055  0.23
H11 1.6829 -2.1309 2.9227  0.19
H12 1.2777 -3.7181 3.4496  0.20
H13 -2.0202 -1.2508 3.5488  0.23
H14 -4.2291 -0.1051 3.5804  0.22
H15 -5.4024 1.5058 5.5058  0.24
H16 -4.8760 3.7832 5.5256  0.22
H17 -2.9734 4.7228 4.0660  0.44
H18 -1.3805 2.1496 0.8643  0.22
H19 0.0986 0.8915 -0.4202  0.24

## Properties
HOMO level in eV: -7.6
Relative energy (zero: lowest compared OMol25 entry of this formula, charge and spin) in kcal per mole: 133.6
Kohn-Sham gap in eV: 7.70
Charge: 0
SMILES string: CC(C)n1ncnc1-c1nc2c(s1)CCOc1cc(-c3ccc[nH]c3=O)ccc1-2

# 3
The following is a DFT calculation (ωB97M-V/def2-TZVPD) of C3H8LuO3 as an isolated structure at a distorted geometry.

Each line ends with the natural charge from an NBO analysis.
Atoms and positions in Å:
O1 -0.9482 -2.0255 0.2333  -1.00
C1 -0.1888 -1.8937 -0.9220  -0.09
C2 0.6995 -0.6516 -0.8797  -0.10
O2 -0.1363 0.4528 -0.5285  -0.64
C3 0.5249 1.6287 -0.0823  -0.32
H1 -0.8337 -1.8196 -1.8230  0.18
H2 0.4817 -2.7609 -1.0824  0.21
H3 1.1566 -0.4352 -1.8575  0.22
H4 1.4986 -0.7830 -0.1293  0.19
H5 0.2385 2.4327 -0.7755  0.22
H6 0.1566 2.1106 0.9681  0.24
H7 1.5942 1.4390 0.1004  0.21
Lu1 -1.6340 -0.3579 1.1141  2.46
O3 -1.4822 1.3084 2.3886  -1.27
H8 -1.1274 1.3553 3.2756  0.50

## Properties
HOMO level in eV: -14.4
Relative energy (zero: lowest compared OMol25 entry of this formula, charge and spin) in kcal per mole: 8.3
Kohn-Sham gap in eV: 8.73
Charge: +1

# 4
The following is a DFT calculation (ωB97M-V/def2-TZVPD) of C13H19IIrN3O3 as an isolated structure at a distorted geometry.

Each line ends with the Mulliken spin population.
Atoms and positions in Å:
Ir1 -0.6211 -0.7209 0.7973  1.21
C1 0.0409 -2.9311 2.5427  0.00
C2 1.0617 -1.7783 2.7629  -0.03
N1 1.4141 -1.0868 1.5058  0.12
C3 1.7756 -1.9231 0.3318  -0.02
C4 1.0657 -1.7072 -1.0645  0.04
N2 -0.4267 -1.6140 -1.1632  0.07
C5 -1.2118 -2.8489 -1.0239  -0.01
C6 -1.0092 -3.5573 0.3383  0.01
N3 -1.0108 -2.6569 1.5266  -0.03
H1 -0.4251 -3.1370 3.5065  0.01
H2 0.5903 -3.8304 2.2577  0.00
H3 1.9496 -2.1887 3.2589  0.00
H4 0.6309 -1.0322 3.4301  0.00
H5 1.9481 -0.2353 1.5405  -0.01
H6 1.6630 -2.9668 0.6142  -0.01
H7 2.8464 -1.7882 0.1444  0.00
H8 1.4035 -2.5271 -1.7128  0.01
H9 1.4556 -0.7861 -1.4956  0.00
H10 -0.6885 -0.9823 -1.9101  -0.01
H11 -0.9788 -3.5592 -1.8270  0.00
H12 -2.2601 -2.5692 -1.1320  0.00
H13 -0.0570 -4.0861 0.3347  0.00
H14 -1.7927 -4.3133 0.4349  0.00
H15 -1.9192 -2.5662 1.9495  0.01
I1 0.4408 7.9264 -1.8949  1.30
C7 0.0781 5.8922 -1.5619  0.33
C8 0.7553 5.2236 -0.5390  0.16
C9 0.5129 3.8884 -0.3174  -0.08
C10 -0.4048 3.1839 -1.1033  0.15
C11 -1.0797 3.8690 -2.1218  -0.08
C12 -0.8443 5.2039 -2.3516  0.15
C13 -0.6838 1.7307 -0.8942  0.03
O1 -1.4879 1.1411 -1.6186  0.01
O2 0.0097 1.1688 0.0328  0.02
H16 1.4627 5.7712 0.0694  0.02
H17 1.0209 3.3539 0.4725  -0.01
H18 -1.7888 3.3074 -2.7139  -0.01
H19 -1.3662 5.7336 -3.1377  0.02
O3 -2.0694 -0.0013 1.7319  0.61

## Properties
HOMO level (spin up / spin down) in eV: -4.3 / -6.4
Spin multiplicity: 5
Relative energy (zero: lowest compared OMol25 entry of this formula, charge and spin) in kcal per mole: 112.0
Kohn-Sham gap (spin up / spin down) in eV: 4.31 / 3.50
Charge: 0